[1]
Molecular formula: C5H11NO
Method: DFT, ωB97M-V/def2-TZVPD

- DFT total energy (eV) = -8896.761

Last column: Mulliken charge in e.
Element x y z (Å)
H  3.274  -0.109  -0.483  0.306
H  2.480  0.164  1.097  0.283
C  -2.548  -0.632  0.076  -0.481
H  -3.285  -0.160  -0.558  0.227
C  -0.694  0.274  -1.349  -0.905
C  -0.072  -0.831  0.254  -0.835
O  1.492  0.960  -0.550  -0.360
H  -1.675  0.730  2.125  0.067
C  2.680  0.607  0.109  -0.743
H  -0.873  1.347  -1.255  0.323
H  -1.027  -0.108  -2.317  0.318
H  -0.929  0.656  2.119  -0.096
H  0.121  -1.522  1.063  0.488
N  -1.280  -0.482  -0.222  0.126
H  -2.822  -1.258  0.914  0.316
C  0.694  -0.166  -0.847  0.337
H  3.262  1.522  0.242  0.250
H  1.255  -0.825  -1.532  0.379

[2]
Molecular formula: C5H4N2O3
Method: DFT, ωB97M-V/def2-TZVPD

- DFT total energy (eV) = -14369.521
- SMILES = N#Cc1ccc(=O)on1.O

Last column: Mulliken charge in e.
Element x y z (Å)
O  0.713  -2.467  2.250  -0.106
C  -1.418  -1.076  1.281  -0.345
C  -0.073  -0.547  1.356  0.797
O  1.110  2.019  -1.564  -0.693
N  0.432  1.989  1.188  -0.548
H  1.767  1.324  -1.405  0.309
N  0.943  -1.230  1.769  -0.372
H  -2.597  -2.822  1.687  0.407
C  0.204  0.850  1.055  0.194
H  1.084  2.618  -0.722  0.366
C  -1.624  -2.333  1.718  -0.289
O  -0.568  -4.157  2.833  -0.530
H  -2.208  -0.486  0.817  0.385
C  -0.517  -3.084  2.284  0.423

[3]
Molecular formula: C22H23ClFN3O3
Method: DFT, ωB97M-V/def2-TZVPD

- DFT total energy (eV) = -49022.339
- SMILES = COc1ccc(NC2CCN([C@@H]3CC(=O)N(c4ccc(F)c(Cl)c4)C3=O)CC2)cc1

Last column: Mulliken charge in e.
Element x y z (Å)
N  1.129  -1.493  3.016  -0.395
C  -0.885  3.206  -3.476  -0.025
H  1.148  -4.039  2.203  -0.061
C  2.299  -3.517  2.233  0.740
H  -2.954  -0.319  3.764  0.336
H  1.953  2.094  -2.195  0.752
H  5.629  -2.090  1.924  0.379
H  -2.850  2.791  -2.489  0.735
C  0.435  3.154  -3.193  0.310
C  -0.467  -1.560  1.201  0.244
H  -0.800  -0.730  4.393  1.060
C  3.137  -4.495  1.722  -1.470
H  3.026  -5.550  1.564  0.426
H  6.620  -3.409  0.213  0.368
H  -0.717  0.398  3.075  0.202
H  -2.280  -2.821  1.488  0.364
C  4.615  -2.466  1.820  -0.502
C  -1.939  -1.710  0.916  -1.020
H  7.293  -5.100  0.800  0.191
C  -1.067  -0.712  3.522  -1.308
H  0.266  1.080  -0.431  0.283
O  5.360  -4.616  1.170  -0.449
H  -0.247  -0.567  0.908  -0.048
H  -0.176  -2.356  0.542  0.405
C  6.737  -4.123  1.143  -0.857
C  -3.612  0.454  -1.142  0.572
H  -4.518  -0.582  0.040  0.473
C  -1.886  2.634  -2.515  -0.805
C  -2.496  -1.118  3.136  -0.722
H  1.420  -0.603  2.845  0.315
N  -2.083  1.289  -0.759  0.177
N  -2.777  -0.891  1.929  0.099
F  1.409  3.919  -3.849  -0.309
H  7.057  -3.837  2.041  0.346
H  -2.715  -2.177  3.597  0.327
Cl  -1.490  4.307  -4.625  -0.189
C  -4.149  0.318  0.307  -1.455
C  1.062  2.322  -2.268  -1.047
H  -2.338  -1.761  -0.088  0.537
C  2.384  -2.222  2.417  0.546
C  -0.048  -1.739  2.454  -1.256
O  -1.046  1.732  1.421  -0.679
C  -2.211  1.150  0.781  0.035
C  -1.270  1.957  -1.512  0.581
C  -3.286  0.378  1.414  -0.326
C  0.137  1.688  -1.363  -0.229
O  -3.799  0.596  -2.273  -0.458
H  3.590  -0.731  2.420  0.291
H  -4.962  0.982  0.508  0.432
C  4.283  -3.779  1.590  1.042
H  -0.296  -2.582  2.869  1.217
H  -3.549  0.901  2.184  0.882
C  3.636  -1.763  2.046  -1.057

[4]
Molecular formula: C12H15N3O
Method: DFT, ωB97M-V/def2-TZVPD

- DFT total energy (eV) = -19203.633
- SMILES = c1ccncc1.c1ccncc1.CC(N)=O

Last column: Mulliken charge in e.
Element x y z (Å)
C  -3.389  22.382  7.179  -0.269
H  -9.188  19.615  5.726  0.276
H  -12.002  20.416  5.689  0.413
H  -4.431  24.409  7.113  0.373
C  -4.364  23.357  6.881  -0.374
C  -13.003  17.352  5.763  -0.152
C  -3.613  20.999  6.989  -0.230
N  -9.433  18.808  5.170  -0.471
H  -12.803  16.423  5.249  0.333
H  -6.409  23.402  6.162  0.300
H  -6.706  21.116  5.655  0.375
C  -5.542  22.794  6.378  -0.244
O  -8.884  20.075  3.454  -0.678
C  -14.676  18.658  6.833  -0.014
H  -14.164  20.786  6.903  0.354
H  -10.361  18.486  5.404  0.410
N  -4.768  20.575  6.371  -0.497
H  -9.203  17.852  1.911  0.321
C  -13.899  19.775  6.630  -0.697
C  -14.255  17.374  6.415  -0.677
H  -14.989  16.583  6.464  0.358
H  -2.795  20.336  7.230  0.350
N  -12.201  18.381  5.490  -0.335
H  -15.627  18.815  7.320  0.344
C  -9.239  18.937  3.870  0.786
C  -12.620  19.591  6.010  -0.059
H  -2.551  22.865  7.659  0.315
H  -10.576  17.593  2.868  0.286
C  -9.513  17.820  2.956  -1.122
H  -9.114  16.911  3.404  0.329
C  -5.774  21.458  6.081  -0.102